Entry 1:
{
  "formula": "C5H7N",
  "method": "wB97M-V/def2-TZVPD",
  "smiles": "Cc1cc[nH]c1",
  "multiplicity": 1,
  "charge": 0,
  "orbital_gap_ev": 9.192,
  "elements": ["C", "H", "C", "C", "H", "H", "C", "H", "N", "C", "H", "H", "H"],
  "positions_angstrom": [[-0.765, 1.111, -0.962], [-0.811, -1.828, 1.997], [0.957, -0.282, -0.455], [0.043, -0.440, 0.559], [-1.365, 1.635, -1.636], [-1.845, 0.675, 0.839], [-1.031, 0.524, 0.261], [1.075, -2.018, 1.587], [0.468, 0.583, -1.379], [0.157, -1.271, 1.720], [2.041, -0.438, -0.273], [1.065, 0.794, -2.167], [0.396, -0.757, 2.567]],
  "forces_ev_per_angstrom": [[2.0, -2.0, 0.9], [1.5, 0.5, -0.7], [0.6, -0.2, 1.6], [-1.3, 2.8, -2.0], [-0.7, 1.0, -0.6], [-2.6, 0.4, 1.6], [3.1, -1.6, -2.1], [-2.2, 1.2, 0.2], [0.0, 0.6, -0.2], [0.4, -4.4, -0.2], [-0.9, -0.4, -1.0], [-0.7, 0.5, 0.0], [0.6, 1.7, 2.4]]
}


Entry 2:
{
  "formula": "CH3NOS",
  "method": "wB97M-V/def2-TZVPD",
  "multiplicity": 1,
  "charge": 0,
  "orbital_gap_ev": 9.142,
  "elements": ["H", "H", "H", "O", "N", "S", "C"],
  "positions_angstrom": [[-1.065, 1.869, 1.426], [0.653, -0.337, -1.466], [0.982, -2.239, 0.603], [0.683, -1.283, -1.076], [-1.018, 1.645, 0.475], [0.482, -1.130, 0.628], [-0.717, 1.475, -0.590]],
  "forces_ev_per_angstrom": [[-0.3, 0.1, 1.0], [0.0, -2.1, 0.9], [1.8, -4.1, 1.0], [-0.4, 2.9, -0.5], [-1.1, 0.9, 4.2], [-1.3, 3.1, -1.4], [1.4, -0.8, -5.3]]
}


Entry 3:
{
  "formula": "C26H25Br2N4O2",
  "method": "wB97M-V/def2-TZVPD",
  "smiles": "COc1ccc2c(c1)c(C(c1cn(C)c3ccc(OC)cc13)[n+]1cc(Br)c(N)c(Br)c1)cn2C",
  "multiplicity": 1,
  "charge": 1,
  "orbital_gap_ev": 7.114,
  "elements": ["C", "C", "Br", "H", "H", "C", "C", "C", "C", "N", "C", "N", "C", "C", "H", "C", "H", "H", "H", "H", "H", "O", "H", "H", "H", "C", "H", "C", "C", "C", "H", "H", "C", "H", "C", "N", "H", "C", "C", "H", "H", "C", "H", "H", "C", "H", "N", "H", "C", "C", "H", "C", "H", "Br", "C", "C", "O", "H", "C"],
  "positions_angstrom": [[3.933, -3.409, -0.222], [-6.133, 2.358, -0.507], [0.865, -1.766, 5.192], [0.942, -1.339, 2.219], [-6.298, 2.383, -1.589], [-2.757, 0.928, -0.225], [-0.676, 0.604, 4.551], [3.799, -0.913, -0.485], [-0.926, 1.377, 2.256], [3.243, -2.143, -0.171], [-4.084, 1.143, -0.642], [-1.874, -2.121, -1.900], [0.066, -0.463, 4.012], [-4.755, 0.210, -1.501], [-1.532, -3.082, -3.769], [0.248, 0.088, 0.244], [-1.361, 1.524, 6.191], [2.222, 2.116, -0.841], [-6.490, 3.270, -0.049], [-3.191, -3.175, -3.128], [-6.670, 1.493, -0.105], [-4.710, 2.262, -0.211], [3.912, -3.886, 0.772], [-5.822, 0.357, -1.732], [0.262, 1.126, -0.101], [0.291, -0.565, 2.646], [4.215, 4.660, -2.566], [3.669, 3.812, -2.163], [-4.074, -0.915, -1.976], [2.769, 0.074, -0.413], [-1.263, 2.135, 1.552], [-0.435, 0.063, 6.475], [4.319, 1.617, -1.424], [-1.864, -4.130, -2.378], [5.340, 0.603, -1.454], [-0.235, 0.300, 1.734], [0.175, -2.541, -1.470], [3.040, 1.372, -0.867], [-1.178, 1.515, 3.607], [2.880, 3.499, -2.861], [3.514, -4.116, -0.962], [1.922, -1.966, 0.167], [-4.569, -1.594, -2.671], [5.832, -1.474, -0.999], [-2.116, -0.239, -0.638], [6.331, 0.897, -1.818], [-0.823, 0.750, 5.850], [3.218, 4.073, -1.196], [1.593, -0.618, 0.047], [-0.791, -0.741, -0.489], [-2.215, 1.664, 0.362], [5.075, -0.687, -0.989], [1.296, -2.789, 0.485], [-2.174, 3.055, 4.289], [-2.130, -3.177, -2.850], [-0.677, -1.909, -1.249], [4.668, 2.781, -2.023], [4.966, -3.205, -0.511], [-2.785, -1.147, -1.506]],
  "forces_ev_per_angstrom": [[0.2, -0.5, 0.2], [0.8, -0.3, -0.1], [-0.4, 0.7, -0.7], [-0.4, 0.4, 0.4], [0.1, 0.2, 0.2], [-0.8, 0.1, -0.4], [0.4, -0.4, -0.3], [-1.0, -0.2, -0.5], [0.3, -0.3, -0.3], [-0.9, 0.2, 0.4], [0.1, -0.8, -0.4], [0.4, 0.4, 0.8], [0.7, -0.7, -1.0], [0.5, -0.1, 0.4], [-0.2, 0.2, 0.3], [-0.3, -1.6, -0.6], [-0.1, 0.1, 0.3], [0.8, -0.3, -0.2], [0.1, 0.1, 0.1], [0.4, -0.1, 0.2], [0.1, 0.2, 0.1], [-0.9, 0.3, 0.0], [0.1, 0.1, -0.4], [0.9, -0.2, -0.1], [0.2, -0.2, -0.3], [-0.3, -0.2, 0.3], [-0.1, 0.0, 0.0], [0.4, -0.6, 0.2], [-0.6, 0.3, 0.4], [1.0, -1.1, 0.2], [0.3, -0.2, 0.5], [-0.1, 0.1, 0.1], [-0.8, -0.6, 0.2], [-0.3, 0.0, -0.2], [-0.5, -0.1, 0.5], [1.1, 0.0, 1.9], [-0.3, 0.2, 0.1], [0.5, 0.4, -0.5], [-0.4, 1.0, -0.6], [0.2, 0.0, 0.1], [0.0, 0.5, 0.3], [0.4, 0.9, -0.1], [0.1, 0.2, 0.2], [-0.2, 0.4, -0.1], [-0.6, -0.9, -0.9], [-0.5, -0.2, 0.0], [-0.2, 0.0, 0.4], [0.2, 0.0, -0.2], [-0.2, 1.0, 0.7], [0.3, 0.5, 0.3], [-0.8, -0.2, -0.6], [0.4, 1.3, -0.3], [0.2, 0.0, -0.1], [0.7, -1.1, -0.7], [0.1, -0.5, -0.1], [-0.9, 1.1, -0.3], [-0.4, 0.5, 0.2], [-0.2, -0.3, 0.2], [0.4, 0.4, -0.4]]
}


Entry 4:
{
  "formula": "C4H9F2NO5PS",
  "method": "wB97M-V/def2-TZVPD",
  "multiplicity": 1,
  "charge": -1,
  "orbital_gap_ev": 8.601,
  "elements": ["H", "H", "F", "C", "O", "H", "S", "N", "H", "O", "H", "O", "C", "O", "H", "H", "P", "O", "H", "F", "C", "C", "H"],
  "positions_angstrom": [[3.415, 2.469, 0.744], [-0.347, 0.798, 1.404], [3.989, -0.527, 1.316], [-0.590, -0.584, -0.212], [1.543, -1.888, -1.562], [0.134, -0.099, -0.873], [3.028, 0.735, -0.653], [3.905, 2.076, -0.047], [-2.229, -0.505, -1.615], [0.071, -1.595, 0.528], [-1.528, 1.304, 0.199], [1.788, 1.288, -1.126], [-1.678, -1.247, -1.045], [3.918, 0.121, -1.590], [-1.210, -1.955, -1.725], [4.815, 1.742, 0.235], [1.404, -2.173, -0.133], [1.849, -3.373, 0.571], [-1.938, 0.030, 1.370], [2.142, 0.553, 1.705], [-1.145, 0.453, 0.757], [2.738, -0.302, 0.804], [-2.367, -1.788, -0.398]],
  "forces_ev_per_angstrom": [[-0.1, 0.1, 0.2], [0.1, 0.1, 0.1], [0.0, -0.3, 0.1], [-0.8, 0.8, -0.5], [-0.1, 0.1, -0.3], [-0.2, 0.0, 0.1], [0.7, 1.7, -0.7], [-0.5, -0.7, -0.5], [-0.1, 0.1, -0.1], [0.4, -0.5, 0.2], [-0.1, 0.1, -0.1], [0.0, -0.1, 0.5], [0.3, 0.0, 0.1], [0.1, -0.3, 0.4], [0.0, 0.0, -0.1], [0.2, 0.0, 0.1], [1.2, 1.0, 1.2], [0.1, -0.2, 0.3], [-0.1, -0.1, 0.1], [-0.2, -0.1, 0.1], [0.3, -0.3, -0.2], [-0.9, -1.4, -1.2], [-0.1, 0.0, 0.1]]
}


Entry 5:
{
  "formula": "C23H21Cl2N4O2PRhSSe2",
  "method": "wB97M-V/def2-TZVPD",
  "multiplicity": 1,
  "charge": 1,
  "orbital_gap_ev": 5.716,
  "elements": ["H", "C", "S", "H", "C", "H", "N", "H", "C", "C", "N", "H", "Se", "H", "C", "H", "H", "N", "H", "H", "O", "C", "Rh", "C", "H", "C", "C", "H", "C", "C", "Cl", "H", "H", "H", "C", "C", "Cl", "C", "C", "H", "C", "P", "C", "C", "H", "H", "N", "C", "H", "H", "C", "H", "O", "Se", "C", "C", "C"],
  "positions_angstrom": [[0.589, 3.545, 2.465], [-4.766, -0.908, 0.702], [-2.072, 2.333, -0.861], [5.470, -1.375, -4.599], [5.712, -2.201, 1.485], [-4.854, 2.696, -1.084], [-4.073, 0.129, 0.239], [1.267, -3.401, -2.948], [-3.648, 4.561, 2.076], [1.038, 2.837, 1.778], [-5.904, 5.269, 2.505], [2.068, -3.896, -5.231], [0.408, -2.501, -0.349], [4.159, -2.881, -6.054], [4.124, -1.551, -2.948], [4.701, -0.890, -2.312], [2.583, -4.298, 0.608], [-1.810, 0.860, -0.121], [6.317, -3.894, 2.650], [6.584, -1.615, 1.740], [-0.767, 2.937, -0.813], [-4.187, -2.078, 1.186], [-0.211, -0.248, 0.340], [4.435, -4.234, 1.685], [0.841, 3.068, 0.736], [4.557, -1.823, -4.233], [3.817, -2.670, -5.050], [4.845, -0.655, 0.282], [4.740, -1.666, 0.656], [5.559, -3.482, 1.998], [2.746, 2.737, 2.125], [-6.838, 5.422, 2.170], [4.317, -5.229, 2.092], [-5.844, -0.793, 0.694], [-2.764, -0.030, 0.253], [-3.183, 3.192, 0.161], [0.164, 1.285, 2.133], [3.617, -2.425, 0.336], [-5.430, 3.916, 0.577], [-1.703, 3.874, 1.555], [-2.751, 3.868, 1.297], [2.414, -1.762, -0.816], [-2.808, -2.142, 1.182], [2.642, -3.242, -4.589], [-2.254, -2.999, 1.545], [-3.308, 5.097, 2.953], [-2.105, -1.124, 0.701], [-4.530, 3.220, -0.197], [-4.787, -2.896, 1.552], [-6.475, 3.946, 0.295], [-5.008, 4.597, 1.727], [-5.579, 5.880, 3.232], [-2.722, 2.088, -2.107], [2.072, 0.361, -0.460], [2.193, -2.970, -3.304], [3.460, -3.710, 0.851], [2.939, -2.128, -2.487]],
  "forces_ev_per_angstrom": [[-0.1, 0.0, -0.1], [0.0, 0.1, 0.0], [0.2, -0.1, -0.2], [0.0, 0.0, 0.0], [0.0, 0.0, 0.0], [0.0, 0.0, 0.0], [-0.1, -0.1, -0.1], [0.0, 0.0, 0.0], [0.0, 0.0, 0.0], [0.0, 0.0, -0.1], [0.0, -0.1, 0.0], [0.0, 0.0, 0.0], [-0.2, 0.2, -0.2], [0.0, 0.0, 0.0], [0.0, 0.0, 0.0], [0.0, 0.0, 0.0], [0.0, 0.0, 0.0], [-0.3, 0.0, 0.0], [0.0, 0.0, 0.0], [0.0, 0.0, 0.0], [0.0, 0.0, 0.1], [0.0, 0.0, 0.0], [0.6, -0.9, 0.0], [0.0, 0.0, 0.0], [0.0, 0.0, 0.0], [0.0, 0.0, 0.0], [0.0, 0.0, 0.0], [0.0, 0.0, 0.0], [0.0, 0.0, 0.0], [0.0, 0.0, 0.0], [0.0, -0.1, 0.0], [0.0, 0.0, 0.0], [0.0, 0.0, 0.0], [0.0, 0.0, 0.0], [0.3, 0.1, 0.0], [-0.1, 0.0, 0.0], [-0.3, 0.1, 0.4], [0.0, -0.1, 0.0], [0.0, 0.0, -0.1], [0.1, 0.0, 0.0], [0.0, 0.0, 0.0], [-0.1, 0.2, 0.0], [0.0, -0.1, 0.0], [0.0, 0.0, 0.0], [0.0, 0.0, 0.0], [0.0, 0.0, 0.0], [0.0, 0.5, 0.4], [0.0, 0.0, 0.1], [0.0, 0.0, 0.0], [0.0, 0.0, 0.0], [0.0, 0.1, 0.0], [0.0, 0.0, 0.0], [0.1, 0.0, -0.1], [-0.3, 0.2, -0.1], [0.0, 0.0, 0.0], [0.1, 0.0, 0.0], [0.0, -0.1, 0.0]]
}


Entry 6:
{
  "formula": "C22H54N8O12P2",
  "method": "wB97M-V/def2-TZVPD",
  "s_squared": 0.758,
  "multiplicity": 2,
  "charge": 1,
  "orbital_gap_ev": [8.204, 3.143],
  "elements": ["H", "P", "O", "H", "H", "C", "H", "H", "H", "H", "O", "C", "N", "H", "C", "H", "H", "H", "C", "H", "O", "H", "H", "H", "N", "H", "C", "H", "H", "H", "O", "C", "C", "N", "N", "C", "H", "C", "H", "N", "O", "H", "O", "H", "H", "H", "H", "H", "C", "H", "H", "H", "C", "O", "H", "H", "C", "C", "H", "C", "N", "H", "C", "H", "H", "H", "O", "C", "H", "H", "O", "H", "N", "P", "H", "H", "H", "O", "H", "H", "C", "H", "N", "C", "H", "O", "O", "C", "H", "H", "C", "H", "C", "H", "H", "C", "H", "H"],
  "positions_angstrom": [[-9.458, 4.083, 28.938], [-6.697, 5.020, 26.953], [-2.429, 4.639, 22.950], [-4.732, 1.902, 20.237], [-4.566, 7.243, 25.406], [-5.417, 6.656, 25.062], [-4.447, 3.917, 25.288], [-7.039, -5.308, 26.486], [-2.846, 4.363, 16.363], [-7.205, -4.230, 23.091], [-0.975, 4.272, 21.488], [-10.278, 3.460, 22.684], [-8.353, 5.043, 27.405], [-7.782, 2.243, 24.751], [-8.622, 4.775, 28.835], [-5.119, 2.308, 24.956], [-7.283, -2.531, 22.552], [-0.066, 6.065, 21.938], [-11.905, 4.989, 23.924], [-6.278, -1.720, 24.557], [-3.643, 2.018, 17.985], [-4.422, 4.791, 16.559], [-4.979, 5.684, 24.836], [-3.275, 4.526, 18.099], [-6.258, 1.761, 21.467], [-6.008, 7.845, 27.541], [-10.781, 3.970, 24.029], [-2.861, -5.497, 21.003], [-7.718, 4.266, 29.170], [-4.547, -1.509, 24.493], [-1.819, 2.540, 22.797], [-9.491, 5.720, 26.684], [-7.643, 2.511, 25.798], [-5.338, -5.331, 25.157], [-4.208, -5.376, 22.648], [-5.047, 2.494, 21.097], [-5.782, 7.145, 24.158], [-2.244, 5.889, 22.298], [-4.515, -7.249, 24.815], [-6.502, 6.500, 26.130], [-7.197, 2.298, 22.001], [-4.639, 2.903, 26.558], [-11.333, 2.889, 24.758], [-6.945, -3.897, 25.487], [-6.034, -5.694, 21.714], [-7.018, 8.575, 26.168], [-10.947, 2.707, 22.266], [-9.937, 4.463, 24.510], [-3.638, 4.266, 17.105], [-4.287, -6.597, 26.381], [-9.308, 2.964, 22.727], [-2.781, 6.589, 24.109], [-2.212, 7.097, 23.329], [-5.735, 4.866, 28.086], [-10.163, 4.301, 22.001], [-9.770, 6.597, 27.269], [-6.331, -4.642, 25.993], [-1.716, 3.727, 22.436], [-8.621, 2.753, 26.213], [-6.664, -3.427, 22.590], [-6.607, 3.703, 25.832], [-5.400, 3.520, 20.991], [-5.278, -6.269, 22.248], [-2.524, 8.062, 22.930], [-6.348, -3.598, 21.561], [-5.718, -4.111, 26.720], [-3.183, -3.887, 24.488], [-0.998, 5.688, 21.518], [-8.933, 5.998, 25.790], [-2.783, -4.194, 21.921], [-12.991, 4.346, 24.587], [-5.915, -7.381, 25.826], [-3.998, 2.812, 17.129], [-4.438, -4.398, 24.011], [-4.461, 2.376, 22.008], [-1.300, 7.346, 23.871], [-12.205, 5.327, 22.932], [-6.296, 0.587, 21.222], [-5.634, -6.774, 23.145], [-7.317, 1.662, 26.399], [-5.154, 3.162, 25.632], [-1.019, 6.128, 20.521], [-5.458, -3.119, 23.386], [-5.416, -1.774, 23.892], [-10.358, 5.143, 26.362], [-13.458, 2.372, 25.549], [-4.649, 2.420, 16.176], [-6.831, 7.733, 26.835], [-5.577, -1.113, 23.040], [-8.772, 5.686, 29.415], [-5.053, -6.748, 25.620], [-2.940, 6.307, 21.570], [-12.637, 3.179, 25.123], [-7.793, 7.480, 27.281], [-4.337, -4.614, 20.767], [-3.563, -4.830, 21.503], [-11.668, 5.944, 24.392], [-4.910, -7.123, 21.679]],
  "forces_ev_per_angstrom": [[-0.2, 0.2, 0.0], [-0.8, -0.3, 0.0], [-3.4, 3.4, 2.0], [0.8, 0.8, 0.0], [-0.1, 0.3, 0.5], [-0.7, -0.6, 1.4], [-0.5, 0.2, -0.6], [0.4, -0.2, -0.1], [0.5, -0.4, 0.3], [0.0, -0.2, -0.5], [2.1, -1.8, -1.8], [0.1, -0.3, -0.1], [-0.6, 0.1, 0.5], [0.2, -0.1, 0.1], [0.9, -0.6, -0.9], [-0.3, 0.2, -0.1], [0.0, 0.0, 0.1], [-0.1, -0.2, 0.5], [-0.3, 0.5, 0.2], [-0.4, 0.3, 0.1], [0.5, 1.4, 0.7], [-0.4, 0.1, 1.0], [-0.4, 0.1, -0.3], [-0.5, 0.4, -0.3], [-1.7, -0.3, 0.4], [-0.4, 1.0, 0.4], [0.8, 0.3, -1.5], [-0.5, -1.0, 0.1], [-0.2, 0.1, 0.6], [0.2, -0.4, -0.4], [0.9, 3.1, -1.6], [2.9, -0.1, -0.1], [1.1, 1.8, 0.2], [-1.0, 0.3, -2.0], [-1.4, -0.6, 1.2], [-0.8, -0.2, 0.5], [-0.3, -0.2, 0.0], [1.2, 4.1, 0.8], [0.1, 0.0, -0.1], [1.0, -1.0, -2.8], [0.0, 1.3, 0.4], [-0.6, -0.5, 0.4], [-0.7, 0.2, 1.5], [0.1, -0.1, -0.4], [-0.3, -0.6, -0.1], [0.4, -0.1, -0.1], [-0.3, 0.3, -0.1], [0.0, -0.5, 0.5], [0.7, -0.6, -0.4], [-0.5, -0.7, 0.6], [0.0, 0.1, 0.4], [-0.9, 1.2, 0.3], [0.4, -1.8, 0.4], [-0.9, 0.0, -0.8], [-0.1, 0.0, -0.1], [-0.3, 0.0, -0.2], [0.9, 0.7, 0.4], [0.5, -4.8, 0.1], [0.2, 0.6, -0.1], [0.6, 0.8, 0.5], [0.9, -1.3, 0.0], [0.6, 0.0, -0.4], [0.1, -1.0, 1.0], [-0.8, -0.4, 0.0], [-0.1, -0.5, -0.1], [-0.6, 0.2, 0.6], [1.1, 1.4, 0.6], [1.0, -0.1, -0.2], [-0.7, 0.7, -0.4], [-0.6, 1.5, -0.7], [-0.3, 1.0, 0.4], [-0.1, 0.7, 0.4], [-0.8, -1.7, -1.2], [-1.0, -3.4, 0.2], [0.7, 0.2, -0.4], [0.7, -0.6, -0.5], [-0.1, -0.8, -0.3], [0.7, -2.0, -0.5], [-0.7, 0.4, -0.2], [0.5, 0.0, -0.1], [-1.0, 0.8, 0.7], [-0.3, -0.5, -0.2], [-0.7, -0.9, 0.8], [0.3, 0.2, -0.1], [0.2, -0.5, 0.7], [2.7, 2.1, -0.2], [0.0, 0.8, -0.2], [-0.1, -1.5, 0.2], [0.0, 0.4, 0.1], [-0.1, 0.1, 0.0], [1.6, 1.4, -1.6], [-1.3, -1.5, 0.2], [-1.8, -2.8, -1.4], [0.2, 0.6, 0.7], [0.4, 1.2, -0.2], [1.8, -0.2, 0.1], [0.0, -0.2, 0.6], [0.3, 0.4, -0.6]]
}


Among the records above, which one has the lowest charge?
C4H9F2NO5PS


multiplicity of number 1 (C5H7N)?
1